1.
Here is a structure of composition C2H7NO3S at a distorted geometry from the Open Molecules 2025 dataset. Energies are from the ωB97M-V functional and the def2-TZVPD basis.

Cartesian coordinates (Å):
C (0.451, 2.605, -0.741)
C (-0.968, -1.972, -0.238)
N (1.322, 1.460, -0.742)
O (-0.213, 0.185, 1.287)
O (0.638, -2.035, 1.859)
O (0.830, 0.370, -1.086)
S (0.366, -0.981, 0.572)
H (0.211, 3.058, 0.218)
H (0.932, 3.482, -1.401)
H (-0.638, 2.233, -1.070)
H (-1.156, -1.853, -1.333)
H (-0.736, -3.075, -0.062)
H (-2.081, -1.846, 0.068)
H (1.042, -1.629, 2.669)

LUMO energy (spin up / spin down), eV: -0.7 / -0.7
E, eV: -20650.03520
Spin multiplicity: 1
Frontier orbital gap (spin up / spin down), eV: 8.2 / 8.2

---

2.
Here is an isolated molecule of CH3ClN2O2 at a distorted geometry from the Open Molecules 2025 dataset. Energies are from the ωB97M-V functional and the def2-TZVPD basis.

Cartesian coordinates (Å):
C (-1.119, 0.283, -0.040)
N (0.300, 0.254, -0.146)
Cl (1.260, 1.816, 0.015)
N (1.104, -0.897, 0.107)
O (0.481, -1.931, 0.174)
O (2.296, -0.746, 0.114)
H (-1.379, 1.314, -0.313)
H (-1.490, -0.285, -0.890)
H (-1.452, 0.192, 0.979)

LUMO energy, eV: -0.5
E, eV: -20678.11152
Spin multiplicity: 1
SMILES: CN(Cl)[N+](=O)[O-]
Frontier orbital gap, eV: 9.9

---

3.
Here is a structure of composition C30H30N6O3S2Zr from the Open Molecules 2025 dataset. Energies are from the ωB97M-V functional and the def2-TZVPD basis.

Cartesian coordinates (Å):
Zr (1.223, -1.576, 1.104)
C (3.002, -3.520, 0.349)
C (2.948, -2.702, -0.778)
C (3.445, -1.399, -0.727)
C (4.020, -0.923, 0.447)
C (4.106, -1.752, 1.567)
C (3.587, -3.045, 1.526)
H (2.565, -4.508, 0.325)
H (2.473, -3.062, -1.678)
H (3.360, -0.752, -1.588)
H (4.395, 0.090, 0.495)
H (4.590, -1.384, 2.464)
H (3.614, -3.678, 2.402)
C (-3.016, -0.312, 4.847)
N (-1.997, -1.174, 4.243)
C (-1.716, -2.401, 4.741)
C (-0.765, -3.221, 4.222)
C (-0.064, -2.718, 3.110)
O (0.900, -3.288, 2.468)
N (-0.367, -1.503, 2.605)
C (-1.315, -0.662, 3.135)
O (-1.551, 0.441, 2.694)
H (-3.519, -0.864, 5.635)
H (-3.737, -0.009, 4.092)
H (-2.555, 0.583, 5.259)
H (-2.306, -2.703, 5.596)
H (-0.558, -4.196, 4.632)
N (2.127, -0.726, 4.092)
C (1.867, 0.492, 3.479)
C (1.688, 1.652, 4.225)
C (1.428, 2.834, 3.568)
C (1.372, 2.846, 2.179)
C (1.531, 1.661, 1.509)
N (1.751, 0.480, 2.136)
H (2.191, -0.681, 5.099)
H (2.897, -1.252, 3.706)
H (1.782, 1.617, 5.302)
H (1.291, 3.749, 4.131)
H (1.190, 3.758, 1.631)
H (1.458, 1.619, 0.434)
C (-2.759, -1.164, 0.016)
N (-2.299, -1.757, -1.233)
C (-2.795, -1.461, -2.489)
C (-2.074, -2.170, -3.384)
N (-1.146, -2.880, -2.650)
C (-1.287, -2.623, -1.342)
S (-0.377, -3.331, -0.058)
H (-3.740, -0.729, -0.148)
H (-2.066, -0.393, 0.350)
H (-2.828, -1.940, 0.775)
H (-3.614, -0.779, -2.633)
H (-2.146, -2.238, -4.454)
H (-0.482, -3.541, -3.020)
C (-1.040, 5.787, -7.300)
C (-0.719, 4.806, -6.209)
O (0.371, 4.590, -5.769)
S (-2.203, 3.930, -5.634)
C (-1.490, 2.851, -4.429)
C (-0.466, 1.970, -4.768)
C (0.074, 1.140, -3.804)
C (-0.416, 1.168, -2.497)
C (-1.454, 2.042, -2.164)
C (-1.982, 2.884, -3.126)
C (0.134, 0.304, -1.499)
C (0.562, -0.420, -0.615)
H (-0.573, 6.744, -7.072)
H (-2.112, 5.915, -7.430)
H (-0.604, 5.419, -8.230)
H (-0.091, 1.942, -5.780)
H (0.877, 0.461, -4.061)
H (-1.822, 2.076, -1.146)
H (-2.767, 3.585, -2.875)

Total charge: +2
LUMO energy, eV: -6.3
E, eV: -69621.30011
Spin multiplicity: 1
Frontier orbital gap, eV: 6.5

---

4.
Here is a structure of composition C39H33ClN6OPSW at a distorted geometry from the Open Molecules 2025 dataset. Energies are from the ωB97M-V functional and the def2-TZVPD basis.

Cartesian coordinates (Å):
W (-0.190, 0.207, 0.251)
C (1.803, -2.362, -0.800)
N (2.095, -0.956, -1.124)
C (1.856, -0.544, -2.499)
C (0.387, -0.721, -2.692)
N (-0.416, -0.773, -1.641)
C (-1.584, -1.413, -2.083)
C (-2.643, -1.957, -1.366)
C (-3.622, -2.616, -2.082)
C (-3.561, -2.719, -3.476)
C (-2.489, -2.232, -4.196)
C (-1.484, -1.614, -3.465)
N (-0.220, -1.160, -3.807)
C (1.126, -2.473, 0.546)
N (0.008, -1.847, 0.922)
C (-0.192, -2.179, 2.268)
C (-1.201, -1.803, 3.150)
C (-1.086, -2.238, 4.455)
C (-0.016, -3.041, 4.873)
C (0.964, -3.456, 3.995)
C (0.852, -3.011, 2.684)
N (1.651, -3.173, 1.564)
H (2.703, -2.980, -0.793)
H (1.132, -2.775, -1.553)
H (3.031, -0.717, -0.830)
H (2.395, -1.143, -3.243)
H (2.169, 0.497, -2.609)
H (-2.658, -1.895, -0.286)
H (-4.457, -3.060, -1.558)
H (-4.362, -3.222, -4.001)
H (-2.419, -2.363, -5.268)
H (0.188, -1.196, -4.728)
H (-2.049, -1.218, 2.816)
H (-1.841, -1.954, 5.176)
H (0.036, -3.345, 5.909)
H (1.774, -4.099, 4.312)
H (2.501, -3.712, 1.532)
O (0.585, 2.066, -0.368)
N (1.866, 2.425, -0.186)
C (2.287, 3.494, -0.901)
C (3.563, 3.965, -0.778)
C (4.431, 3.337, 0.120)
C (3.983, 2.255, 0.839)
C (2.677, 1.771, 0.678)
S (2.115, 0.388, 1.525)
H (1.537, 3.916, -1.555)
H (3.877, 4.809, -1.373)
H (5.442, 3.698, 0.250)
H (4.617, 1.741, 1.548)
Cl (-0.580, 1.435, 2.419)
C (-2.247, 1.926, 2.528)
C (-2.743, 2.285, 3.768)
C (-4.048, 2.740, 3.861)
C (-4.821, 2.872, 2.718)
C (-4.311, 2.498, 1.486)
C (-3.017, 1.985, 1.373)
P (-2.357, 1.375, -0.225)
C (-3.920, 0.905, -1.064)
C (-4.845, 0.146, -0.341)
C (-6.078, -0.166, -0.883)
C (-6.397, 0.255, -2.167)
C (-5.480, 0.993, -2.896)
C (-4.248, 1.328, -2.347)
C (-1.905, 2.896, -1.130)
C (-1.399, 2.758, -2.424)
C (-1.062, 3.878, -3.162)
C (-1.199, 5.145, -2.605)
C (-1.668, 5.282, -1.308)
C (-2.027, 4.161, -0.570)
H (-2.120, 2.218, 4.651)
H (-4.458, 2.998, 4.828)
H (-5.828, 3.262, 2.780)
H (-4.918, 2.602, 0.599)
H (-4.605, -0.185, 0.663)
H (-6.797, -0.722, -0.296)
H (-7.366, 0.022, -2.589)
H (-5.724, 1.341, -3.892)
H (-3.575, 1.947, -2.920)
H (-1.271, 1.765, -2.845)
H (-0.689, 3.771, -4.173)
H (-0.943, 6.022, -3.184)
H (-1.763, 6.264, -0.863)
H (-2.396, 4.274, 0.441)

Total charge: +2
LUMO energy (spin up / spin down), eV: -4.6 / -5.4
E, eV: -86427.26467
Spin multiplicity: 4
Frontier orbital gap (spin up / spin down), eV: 7.7 / 7.8

---

5.
Here is the ion C4H12IN2S with charge +1 at a distorted geometry from the Open Molecules 2025 dataset. Energies are from the ωB97M-V functional and the def2-TZVPD basis.

Cartesian coordinates (Å):
C (0.998, -1.522, 1.635)
C (-1.330, -0.357, 1.157)
C (0.119, -0.851, 0.566)
C (-2.094, 0.249, 0.077)
N (1.285, 1.399, -2.897)
N (0.817, 0.290, -0.064)
S (-0.207, 1.921, -3.094)
I (-1.250, 2.184, -0.947)
H (0.779, -2.558, 1.676)
H (1.008, -1.017, 2.552)
H (2.120, -1.462, 1.324)
H (-1.127, 0.492, 1.956)
H (-1.948, -1.065, 1.653)
H (-0.110, -1.616, -0.207)
H (-2.212, -0.231, -0.854)
H (1.935, 2.152, -2.655)
H (1.476, 0.511, -2.599)
H (1.110, 1.070, 0.565)
H (-3.094, 0.643, 0.527)
H (1.725, -0.231, -0.369)

Total charge: +1
LUMO energy, eV: -4.8
E, eV: -26249.63932
Spin multiplicity: 1
Frontier orbital gap, eV: 8.3

---

6.
Here is a cluster of 2 separate species, C5H13NO in total at a distorted geometry from the Open Molecules 2025 dataset. Energies are from the ωB97M-V functional and the def2-TZVPD basis.

Cartesian coordinates (Å):
C (0.370, 0.385, -0.932)
C (-0.097, 1.609, -0.141)
C (-0.394, 1.488, 1.389)
C (-0.717, -0.948, 2.067)
C (-1.140, 0.326, 1.870)
N (-0.690, -0.630, -1.015)
H (1.152, -0.210, -0.445)
H (0.707, 0.672, -1.920)
H (0.779, 2.267, -0.260)
H (-0.849, 2.209, -0.664)
H (-0.782, 2.436, 1.736)
H (0.650, 1.403, 1.753)
H (-1.423, -1.735, 2.288)
H (0.359, -1.070, 2.160)
H (-2.138, 0.522, 2.278)
H (-0.855, -1.159, -0.151)
H (-1.375, -0.414, -1.730)
H (2.408, -2.396, -1.823)
H (1.304, -1.927, -2.797)
O (2.121, -1.631, -2.353)

Total charge: +1
LUMO energy (spin up / spin down), eV: -3.2 / -7.9
E, eV: -8923.55085
Spin multiplicity: 2
Frontier orbital gap (spin up / spin down), eV: 10.8 / 6.0